No. 1
DFT (wB97M-V/def2-TZVPD) results for C16H19NO5 in the gas phase.

The gap between HOMO and LUMO is 9.281 eV. As for the LUMO energy: 0.0132 Ha. The SMILES is O=C(O)CC1(CC(=O)Nc2cccc(C(=O)O)c2)CCCC1. For the energy above the lowest of the compared OMol25 structures with the same formula, charge and spin, the calculation gives 0.00 kcal/mol. The value obtained for the highest occupied orbital energy is -8.922 eV.

Structure (ORCA input):
```
! RIJCOSX wB97M-V def2-TZVPD def2/J DEFGRID3
* xyz 0 1
O 1.92 0.12 5.62
C 1.33 0.47 4.63
O 0.18 1.15 4.71
C 1.78 0.22 3.22
C 0.93 -0.85 2.52
C -0.39 -0.22 2.01
C -0.14 0.70 0.83
O 0.45 1.75 0.93
N -0.63 0.22 -0.35
C -0.57 0.78 -1.62
C 0.02 2.01 -1.89
C 0.05 2.50 -3.18
C -0.52 1.79 -4.23
C -1.12 0.56 -3.97
C -1.74 -0.25 -5.03
O -2.27 -1.32 -4.86
O -1.67 0.32 -6.25
C -1.14 0.06 -2.67
C 0.61 -2.05 3.44
C 0.35 -3.24 2.50
C 0.95 -2.85 1.14
C 1.69 -1.53 1.37
H -0.06 1.31 5.63
H 1.72 1.15 2.65
H 2.82 -0.11 3.27
H -1.10 -1.01 1.75
H -0.81 0.38 2.82
H -1.10 -0.68 -0.32
H 0.47 2.57 -1.08
H 0.51 3.46 -3.37
H -0.50 2.18 -5.23
H -2.09 -0.26 -6.90
H -1.61 -0.90 -2.50
H 1.48 -2.25 4.06
H -0.23 -1.85 4.09
H -0.72 -3.43 2.41
H 0.81 -4.14 2.89
H 0.17 -2.72 0.39
H 1.63 -3.62 0.76
H 2.71 -1.74 1.71
H 1.75 -0.92 0.48
*
```

Atomic partial charges in e from the Mulliken method, atoms 1 to 2: O -0.568; C 0.350

---

No. 2
DFT (wB97M-V/def2-TZVPD) results for a molecular structure, C16H20AgCl2F3N2O2 at a distorted geometry.

The gap between HOMO and LUMO (alpha / beta) is 3.916 / 3.906 eV. As for the LUMO energy (alpha / beta): -0.1951 / -0.1951 Ha. The expectation value of S² is 0.75. For the energy above the lowest of the compared OMol25 structures with the same formula, charge and spin, the calculation gives 0.00 kcal/mol. The value obtained for the highest occupied orbital energy (alpha / beta) is -9.225 / -9.215 eV.

Structure (ORCA input):
```
! RIJCOSX wB97M-V def2-TZVPD def2/J DEFGRID3
* xyz 1 2
Ag -0.54 -2.10 2.17
C -1.24 1.46 3.37
O -0.16 1.97 2.57
O -1.13 0.06 3.53
C -1.81 2.39 4.47
F -0.87 2.88 5.26
F -2.39 3.41 3.90
F -2.71 1.74 5.12
C 1.19 1.73 3.11
C 2.28 2.33 2.28
H 2.04 3.37 2.03
H 3.24 2.31 2.80
H 2.32 1.72 1.38
H 1.40 0.66 3.16
H 1.36 2.28 4.04
H -2.04 1.52 2.62
C 1.06 -5.11 -4.22
N 0.61 -3.87 -3.59
C 0.27 -3.85 -2.28
C -0.21 -2.69 -1.64
C -0.14 -1.49 -2.31
C 0.19 -1.52 -3.67
C 0.58 -2.73 -4.30
C -0.39 -0.14 -1.64
C 0.66 0.84 -1.69
C 0.44 2.12 -1.13
N -0.72 2.36 -0.50
C -1.67 1.42 -0.37
C -1.57 0.14 -0.91
C -0.84 3.74 0.06
H 0.38 -5.89 -3.88
H 2.08 -5.28 -3.86
H 0.94 -5.10 -5.30
H 0.22 -4.83 -1.83
H -0.57 -2.78 -0.63
H 0.33 -0.61 -4.24
H 0.94 -2.88 -5.31
H 1.48 0.64 -2.36
H 1.12 2.96 -1.16
H -2.59 1.73 0.11
H -2.44 -0.48 -0.81
H -1.75 3.77 0.67
H -1.05 4.40 -0.78
H 0.06 3.95 0.64
Cl 2.08 -2.18 1.20
Cl -0.45 -4.37 3.94
*
```

Atomic partial charges in e from the Mulliken method, atoms 1 to 2: Ag 0.528; C 0.144

---

No. 3
DFT (wB97M-V/def2-TZVPD) results for a molecular structure, C16H20AsN4OPtS.

The gap between HOMO and LUMO (alpha / beta) is 7.347 / 7.076 eV. As for the LUMO energy (alpha / beta): -0.1209 / -0.1452 Ha. The expectation value of S² is 2.01. For the energy above the lowest of the compared OMol25 structures with the same formula, charge and spin, the calculation gives 0.00 kcal/mol. The value obtained for the highest occupied orbital energy (alpha / beta) is -10.638 / -11.027 eV.

Structure (ORCA input):
```
! RIJCOSX wB97M-V def2-TZVPD def2/J DEFGRID3
* xyz 1 3
Pt -1.60 -0.32 -1.17
N -0.06 2.64 -3.84
C -0.52 1.92 -2.80
S -1.74 0.69 -3.21
N -0.02 2.20 -1.62
N -0.54 1.43 -0.64
C -0.18 1.52 0.59
C 0.84 2.48 1.08
C 1.94 2.00 1.79
C 2.92 2.88 2.24
C 2.79 4.24 1.98
C 1.70 4.72 1.27
C 0.73 3.84 0.81
C -0.88 0.60 1.52
C -0.77 0.73 2.89
C -1.50 -0.11 3.72
C -2.34 -1.06 3.15
C -2.41 -1.13 1.78
N -1.70 -0.33 0.98
H -0.38 2.45 -4.77
H 0.63 3.35 -3.68
H 2.04 0.94 1.98
H 3.77 2.50 2.78
H 3.55 4.93 2.33
H 1.61 5.77 1.07
H -0.12 4.21 0.25
H -0.13 1.50 3.30
H -1.42 -0.02 4.79
H -2.93 -1.73 3.76
H -3.06 -1.84 1.29
C 1.73 -3.97 -1.44
As 0.00 -3.16 -1.49
C -0.58 -3.12 -3.31
C -1.23 -4.23 -0.48
O 0.12 -1.63 -0.80
H 1.67 -5.01 -1.76
H 2.11 -3.91 -0.43
H 2.38 -3.41 -2.12
H -0.64 -4.14 -3.70
H 0.15 -2.55 -3.88
H -1.55 -2.63 -3.37
H -1.09 -5.29 -0.69
H -2.24 -3.94 -0.74
H -1.03 -4.03 0.57
*
```

Atomic partial charges in e from the Mulliken method, atoms 1 to 2: Pt 1.131; N -0.386

---

No. 4
DFT (wB97M-V/def2-TZVPD) results for 3 unconnected molecules or ions with the total composition C16H20BF16NO3 at a distorted geometry.

The gap between HOMO and LUMO is 11.072 eV. As for the LUMO energy: 0.0040 Ha. The SMILES is FC(F)C(F)(F)COC(F)(F)C(F)F.FC(F)C(F)(F)COC(F)(F)C(F)F.CCCCCBOC#N. The value obtained for the highest occupied orbital energy is -10.962 eV.

Structure (ORCA input):
```
! RIJCOSX wB97M-V def2-TZVPD def2/J DEFGRID3
* xyz 0 1
F -3.51 1.16 -2.32
C -3.82 1.22 -3.63
F -3.46 2.44 -4.09
C -5.32 1.03 -3.86
F -6.01 2.03 -3.28
F -5.50 1.13 -5.20
C -5.93 -0.32 -3.45
O -6.61 -0.36 -2.21
C -5.95 -0.66 -1.05
F -4.67 -1.02 -1.26
F -6.57 -1.73 -0.49
C -6.05 0.49 -0.04
F -5.49 1.61 -0.55
F -5.37 0.15 1.08
H -3.24 0.46 -4.17
H -6.71 -0.51 -4.18
H -5.21 -1.14 -3.55
H -7.09 0.69 0.20
F 7.73 -0.29 1.14
C 6.83 -1.28 1.01
F 7.32 -2.37 1.64
C 6.59 -1.63 -0.46
F 7.73 -2.09 -1.02
F 5.69 -2.65 -0.46
C 5.99 -0.53 -1.34
O 6.88 0.20 -2.17
C 7.49 1.34 -1.72
F 7.04 1.73 -0.52
F 7.19 2.32 -2.60
C 9.02 1.19 -1.74
F 9.40 0.19 -0.92
F 9.58 2.34 -1.30
H 5.89 -0.99 1.50
H 5.35 -1.06 -2.05
H 5.33 0.13 -0.78
H 9.37 0.98 -2.75
C -4.12 -0.26 4.47
C -3.24 -0.59 3.25
C -2.41 0.62 2.84
C -1.76 0.48 1.45
C -0.25 0.16 1.51
B 0.03 -1.27 2.04
O 1.01 -1.47 3.08
C 2.17 -1.02 2.72
N 3.17 -0.49 2.51
H -4.57 0.72 4.34
H -3.55 -0.24 5.40
H -4.93 -0.99 4.57
H -2.63 -1.46 3.47
H -3.92 -0.79 2.43
H -3.07 1.49 2.83
H -1.62 0.84 3.57
H -2.30 -0.23 0.83
H -1.85 1.44 0.94
H 0.23 0.89 2.16
H 0.18 0.24 0.51
H -0.48 -2.27 1.64
*
```

Atomic partial charges in e from the Mulliken method, atoms 1 to 2: F -0.171; C 0.062

---

No. 5
DFT (wB97M-V/def2-TZVPD) results for 3 unconnected molecules or ions with the total composition C16H20BN3O8P at a distorted geometry.

The gap between HOMO and LUMO is 5.615 eV. As for the LUMO energy: 0.0568 Ha. The value obtained for the highest occupied orbital energy is -4.070 eV.

Structure (ORCA input):
```
! RIJCOSX wB97M-V def2-TZVPD def2/J DEFGRID3
* xyz -1 1
C -2.41 -1.02 -3.06
B -3.55 -1.55 -2.06
O -4.62 -0.65 -1.77
N -3.63 -2.89 -1.44
C -2.89 -3.00 -0.15
C -3.34 -1.96 0.95
O -4.52 -1.60 1.06
O -2.48 -1.49 1.79
P -0.99 -3.06 -0.34
C -0.25 -1.35 -0.26
O -0.68 -3.67 -1.92
H -2.41 0.10 -2.97
H -1.38 -1.35 -2.82
H -2.61 -1.34 -4.12
H -4.33 0.02 -1.13
H -3.41 -3.64 -2.08
H -3.16 -4.00 0.27
H -0.73 -0.58 -0.90
H -0.17 -0.96 0.79
H 0.82 -1.46 -0.61
H -1.28 -4.41 -2.09
C 4.59 2.40 -1.60
C 5.10 1.61 -2.62
C 4.24 0.91 -3.45
C 2.87 1.01 -3.25
C 2.36 1.79 -2.22
C 3.22 2.49 -1.39
N 1.96 0.28 -4.13
O 2.44 -0.41 -5.01
O 0.77 0.43 -3.94
H 5.27 2.95 -0.95
H 6.17 1.55 -2.77
H 4.65 0.29 -4.24
H 1.29 1.86 -2.06
H 2.83 3.10 -0.59
C -0.71 1.09 6.09
C -0.93 2.30 5.45
C -0.40 2.54 4.19
C 0.36 1.54 3.58
C 0.59 0.33 4.21
C 0.06 0.11 5.47
N 0.90 1.77 2.24
O 0.69 2.86 1.72
O 1.53 0.87 1.72
H -1.13 0.91 7.07
H -1.53 3.07 5.93
H -0.58 3.48 3.70
H 1.18 -0.44 3.74
H 0.23 -0.84 5.97
*
```

Atomic partial charges in e from the Mulliken method, atoms 1 to 2: C -0.732; B 0.374

---

No. 6
DFT (wB97M-V/def2-TZVPD) results for 5 unconnected molecules or ions with the total composition C16H20Br2F2N2O4 at a distorted geometry.

The gap between HOMO and LUMO is 9.450 eV. As for the LUMO energy: 0.0081 Ha. The SMILES is C[N+](=O)[O-].C[N+](=O)[O-].Fc1ccccc1.Fc1ccccc1.BrCCBr. For the energy above the lowest of the compared OMol25 structures with the same formula, charge and spin, the calculation gives 4.66 kcal/mol. The value obtained for the highest occupied orbital energy is -9.229 eV.

Structure (ORCA input):
```
! RIJCOSX wB97M-V def2-TZVPD def2/J DEFGRID3
* xyz 0 1
C 22.99 14.51 -1.79
N 24.07 15.40 -1.20
O 24.94 15.81 -1.91
O 24.00 15.60 0.01
H 23.08 14.44 -2.87
H 22.06 15.02 -1.55
H 23.03 13.49 -1.41
C 32.15 6.65 -8.47
N 33.41 7.13 -7.95
O 34.45 7.03 -8.59
O 33.35 7.76 -6.93
H 31.89 7.32 -9.29
H 31.36 6.78 -7.74
H 32.31 5.63 -8.83
F 32.36 11.88 -0.23
C 33.46 11.84 0.58
C 34.03 13.06 0.94
C 35.31 13.03 1.57
C 35.91 11.85 1.86
C 35.27 10.60 1.58
C 34.04 10.57 0.88
H 33.72 14.03 0.59
H 35.85 13.97 1.56
H 36.95 11.96 2.11
H 35.73 9.62 1.51
H 33.72 9.60 0.51
F 32.96 -0.23 -6.01
C 32.08 -0.40 -7.06
C 31.05 0.46 -7.22
C 30.22 0.30 -8.36
C 30.50 -0.69 -9.31
C 31.59 -1.60 -9.12
C 32.41 -1.36 -8.01
H 30.79 1.28 -6.56
H 29.49 1.08 -8.49
H 29.80 -0.72 -10.13
H 31.75 -2.37 -9.86
H 33.31 -1.93 -7.83
Br 25.75 8.82 -3.13
C 27.37 8.14 -2.33
C 27.70 6.76 -2.98
Br 29.34 5.87 -2.16
H 27.18 8.13 -1.26
H 28.06 8.95 -2.56
H 27.67 6.75 -4.07
H 26.89 6.08 -2.73
*
```

Atomic partial charges in e from the Mulliken method, atoms 1 to 2: C -0.660; N 0.824

---

No. 7
DFT (wB97M-V/def2-TZVPD) results for a molecular structure, C16H20Cl39F3InO at a distorted geometry.

The gap between HOMO and LUMO is 6.236 eV. As for the LUMO energy: 0.0587 Ha. The value obtained for the highest occupied orbital energy is -4.638 eV.

Structure (ORCA input):
```
! RIJCOSX wB97M-V def2-TZVPD def2/J DEFGRID3
* xyz -1 1
C 2.03 2.99 3.19
In 2.34 0.73 2.96
C 3.66 0.45 1.11
O 3.49 1.56 0.14
C 2.52 1.35 -0.82
F 1.86 2.60 -1.03
F 1.54 0.43 -0.49
F 3.15 1.07 -2.06
H 2.07 3.41 2.14
H 2.92 3.42 3.75
H 1.03 3.21 3.70
H 3.30 0.22 4.42
H 0.80 -0.17 2.89
H 4.73 0.54 1.50
H 3.59 -0.59 0.65
C -3.06 -0.70 1.74
Cl -2.60 -0.48 3.43
Cl -4.26 0.51 1.27
Cl -1.66 -0.60 0.68
H -3.51 -1.68 1.63
C 1.38 0.26 -4.66
Cl -0.37 0.46 -4.79
Cl 1.81 -1.46 -4.73
Cl 2.20 1.16 -5.95
H 1.70 0.66 -3.71
C -4.07 -1.45 -4.59
Cl -3.65 0.24 -4.88
Cl -3.37 -2.49 -5.84
Cl -3.54 -1.95 -2.99
H -5.16 -1.54 -4.63
C 0.66 -5.00 2.73
Cl 1.40 -3.62 1.92
Cl 1.31 -5.19 4.37
Cl -1.10 -4.83 2.78
H 0.89 -5.90 2.16
C 5.51 -3.45 0.75
Cl 6.05 -3.15 2.41
Cl 3.98 -2.62 0.44
Cl 6.74 -2.92 -0.41
H 5.36 -4.52 0.63
C -7.10 -0.59 -1.74
Cl -6.08 0.84 -1.56
Cl -6.88 -1.28 -3.36
Cl -6.74 -1.79 -0.50
H -8.14 -0.28 -1.64
C -1.72 4.89 4.86
Cl -1.73 3.16 4.51
Cl -0.56 5.27 6.14
Cl -1.35 5.82 3.39
H -2.71 5.18 5.20
C -2.36 -4.99 -9.25
Cl -1.85 -4.29 -7.71
Cl -4.08 -4.71 -9.52
Cl -1.40 -4.34 -10.58
H -2.19 -6.07 -9.21
C -2.38 3.76 -0.57
Cl -2.71 4.39 1.05
Cl -0.65 3.36 -0.73
Cl -3.42 2.37 -0.92
H -2.60 4.54 -1.29
C 3.47 5.41 -0.18
Cl 4.48 6.60 -1.00
Cl 4.01 5.19 1.49
Cl 1.76 5.89 -0.23
H 3.57 4.46 -0.70
C 1.77 -1.94 7.33
Cl 0.19 -1.60 6.60
Cl 2.64 -3.15 6.38
Cl 2.72 -0.45 7.47
H 1.60 -2.34 8.33
C 4.29 -7.34 2.71
Cl 4.76 -6.55 4.22
Cl 2.54 -7.51 2.61
Cl 4.90 -6.44 1.32
H 4.73 -8.34 2.69
C -4.45 6.42 -3.52
Cl -4.48 4.69 -3.86
Cl -3.29 6.79 -2.24
Cl -4.08 7.34 -4.98
H -5.44 6.72 -3.18
*
```

Atomic partial charges in e from the Mulliken method, atoms 1 to 2: C -0.398; In 0.928

---

No. 8
DFT (wB97M-V/def2-TZVPD) results for 3 unconnected molecules or ions with the total composition C16H20F19N4O4S at a distorted geometry.

The gap between HOMO and LUMO is 7.558 eV. As for the LUMO energy: -0.1933 Ha. The value obtained for the highest occupied orbital energy is -12.818 eV.

Structure (ORCA input):
```
! RIJCOSX wB97M-V def2-TZVPD def2/J DEFGRID3
* xyz 1 1
N -0.10 1.24 2.90
C -0.43 -0.18 2.93
C -1.43 -0.57 1.82
S -3.09 0.22 2.09
O -3.90 -0.61 2.91
O -2.99 1.49 2.70
C -3.99 0.47 0.48
F -4.99 1.25 0.76
F -4.47 -0.64 -0.01
F -3.26 1.13 -0.41
C -1.69 -2.10 1.85
C -0.37 -2.85 1.68
N 0.63 -2.19 0.80
C 0.22 -1.09 0.15
N 0.99 -0.67 -0.89
N -0.89 -0.29 0.46
H 0.63 1.43 3.57
H 0.18 1.53 1.97
H 0.52 -0.74 2.83
H -0.87 -0.48 3.90
H -2.20 -2.42 2.76
H -2.32 -2.35 0.98
H -0.49 -3.88 1.34
H 0.09 -2.94 2.68
H 1.49 -1.97 1.32
H 0.61 -0.70 -1.83
H 1.90 -0.24 -0.77
H -1.63 -0.60 -0.18
C -3.87 3.71 -4.09
C -2.44 3.72 -3.53
C -2.31 3.81 -2.01
F -2.83 4.95 -1.53
F -1.00 3.79 -1.65
F -1.73 4.69 -4.13
F -1.86 2.53 -3.91
O -4.38 4.95 -4.57
C -4.95 5.81 -3.66
C -4.18 7.13 -3.55
F -2.91 6.91 -3.16
F -4.76 7.93 -2.62
F -5.11 5.21 -2.46
F -6.20 6.08 -4.11
H -3.84 3.08 -4.98
H -4.58 3.22 -3.42
H -2.81 2.97 -1.53
H -4.17 7.65 -4.51
C 6.72 -4.29 1.08
C 5.74 -5.19 0.31
C 4.93 -4.52 -0.80
F 4.13 -3.54 -0.31
F 4.13 -5.43 -1.39
F 4.92 -5.82 1.19
F 6.49 -6.17 -0.28
O 6.26 -3.78 2.33
C 5.51 -2.63 2.33
C 4.10 -2.89 2.87
F 3.45 -3.81 2.13
F 3.36 -1.74 2.81
F 5.49 -2.07 1.10
F 6.13 -1.75 3.14
H 7.57 -4.92 1.35
H 7.14 -3.51 0.45
H 5.59 -4.10 -1.56
H 4.14 -3.24 3.90
*
```

Atomic partial charges in e from the Mulliken method, atoms 1 to 2: N -0.514; C -0.845

---

No. 9
DFT (wB97M-V/def2-TZVPD) results for 3 unconnected molecules or ions with the total composition C16H20F6NO5 at a distorted geometry.

The gap between HOMO and LUMO is 8.829 eV. As for the LUMO energy: -0.1415 Ha. The value obtained for the highest occupied orbital energy is -12.680 eV.

Structure (ORCA input):
```
! RIJCOSX wB97M-V def2-TZVPD def2/J DEFGRID3
* xyz 1 1
N -1.30 6.32 4.21
C -1.24 5.65 2.86
C -0.21 4.52 2.98
O 0.15 4.18 4.09
C 0.41 3.87 1.77
C 1.48 4.41 1.10
C 2.04 3.77 0.03
C 1.55 2.56 -0.41
C 0.46 2.03 0.24
C -0.10 2.67 1.32
H -2.04 7.03 4.23
H -0.38 6.72 4.39
H -1.53 5.65 4.95
H -2.26 5.29 2.65
H -1.00 6.39 2.09
H 1.90 5.36 1.44
H 2.88 4.24 -0.47
H 2.02 2.05 -1.25
H 0.03 1.09 -0.11
H -0.95 2.20 1.80
C 5.38 -3.08 -0.87
C 4.09 -3.06 -0.07
O 3.22 -2.00 -0.51
C 2.47 -2.27 -1.57
O 2.45 -3.29 -2.18
C 1.57 -1.07 -1.88
F 2.23 0.10 -1.81
F 0.54 -0.99 -1.01
F 1.04 -1.13 -3.10
H 5.86 -2.10 -0.83
H 6.06 -3.83 -0.48
H 5.18 -3.30 -1.92
H 4.31 -2.86 0.98
H 3.58 -4.02 -0.12
C -2.32 -2.13 -1.81
C -3.59 -2.49 -1.07
O -4.25 -3.60 -1.70
C -3.80 -4.80 -1.35
O -2.92 -5.02 -0.58
C -4.63 -5.89 -2.06
F -4.84 -5.60 -3.35
F -5.83 -6.02 -1.47
F -4.02 -7.07 -2.01
H -2.52 -1.95 -2.86
H -1.87 -1.24 -1.38
H -1.59 -2.94 -1.75
H -4.29 -1.65 -1.12
H -3.41 -2.69 -0.02
*
```

Atomic partial charges in e from the Mulliken method, atoms 1 to 2: N -0.288; C -0.662

---

Record order is preserved below.
Total energy: -1052.13782; -2248.22201; -3668.98808; -2524.85730; -1754.01156; -6379.64973; -19133.96392; -3436.96612; -1651.60846 Ha